This record from OMol25 describes C46H42FN6O4PdSSe as an isolated structure. The level of theory is wB97M-V/def2-TZVPD.

Values from the calculation:
Calculated total energy = -147886.2174 eV
HOMO = -7.879 eV
2S+1 = 1
Total charge = +1
Kohn-Sham gap = 4.60 eV
Max |F| = 0.0150 Eh/bohr

XYZ file:
```
102
C46H42FN6O4PdSSe (wB97M-V/def2-TZVPD)
Pd 3.0614 -0.0886 -0.3587
C -3.7638 -0.6658 -4.7410
C -3.3975 -1.6695 -3.6531
N -2.4204 -1.1334 -2.6995
C -1.1061 -1.3992 -2.8993
C -0.0682 -0.9529 -2.1451
C 1.2850 -1.5011 -2.5856
O 1.2978 -2.1513 -3.6235
O 2.3425 -1.3113 -1.8706
C -0.3634 -0.0994 -1.0147
O 0.4354 0.3048 -0.1927
C -1.7892 0.2993 -0.8931
C -2.1399 1.2284 0.0739
C -3.4491 1.5735 0.2598
F -3.7425 2.5443 1.1532
C -4.4796 0.9671 -0.4614
C -4.1291 0.0597 -1.4441
C -2.7919 -0.2582 -1.6957
N -5.8590 1.2112 -0.2097
C -6.7014 1.6724 -1.3082
C -8.0891 0.9982 -1.1688
N -8.1655 0.4487 0.2246
C -7.8061 1.5208 1.2123
C -6.2879 1.8005 1.0563
H -4.4754 -1.1055 -5.4413
H -2.8710 -0.3747 -5.2957
H -4.2048 0.2382 -4.3145
H -2.9538 -2.5560 -4.0979
H -4.2802 -2.0019 -3.1093
H -0.8710 -2.0465 -3.7361
H -1.3591 1.6923 0.6666
H -4.9208 -0.4077 -2.0161
H -6.2525 1.4108 -2.2602
H -6.8124 2.7621 -1.2857
H -8.2289 0.1738 -1.8637
H -8.9007 1.7098 -1.2941
H -7.4207 -0.2504 0.2872
H -9.0653 0.0177 0.4176
H -8.0578 1.1845 2.2133
H -8.4108 2.3920 0.9738
H -5.7345 1.3373 1.8675
H -6.1214 2.8775 1.1066
O 3.4572 -1.8475 0.7292
S 3.0880 -3.1666 0.0581
C 3.2983 -4.3238 1.4342
C 3.3116 -5.6848 1.1710
C 3.3971 -6.5740 2.2317
C 3.4789 -6.0965 3.5340
C 3.4896 -4.7282 3.7783
C 3.4052 -3.8292 2.7247
C 1.2895 -3.3488 0.0978
C 0.5434 -2.6193 1.0063
C -0.8281 -2.8190 1.0593
C -1.4331 -3.7473 0.2157
C -0.6691 -4.4654 -0.6947
C 0.7015 -4.2573 -0.7682
H 3.2570 -6.0477 0.1488
H 3.4091 -7.6397 2.0411
H 3.5500 -6.7941 4.3598
H 3.5686 -4.3559 4.7925
H 3.4359 -2.7576 2.8941
H 1.0348 -1.9069 1.6623
H -1.4245 -2.2535 1.7659
H -2.5039 -3.9092 0.2681
H -1.1382 -5.1838 -1.3574
H 1.3008 -4.7938 -1.4963
Se 3.5486 1.0730 -3.1633
N 2.7510 1.4173 -1.6035
C 2.4379 2.6930 -1.5600
C 1.7817 3.3463 -0.4792
C 1.5182 4.6682 -0.6055
C 1.8848 5.4105 -1.7802
C 2.5048 4.8235 -2.8286
C 2.8029 3.4267 -2.7518
N 3.4035 2.7391 -3.7046
H 1.5195 2.7796 0.4043
H 1.0249 5.1873 0.2074
H 1.6645 6.4703 -1.8228
H 2.7902 5.3748 -3.7158
C 5.8510 4.6530 0.1131
C 6.0714 3.5225 -0.6619
C 5.4743 2.3138 -0.3357
C 4.6100 2.2060 0.7604
C 4.4194 3.3477 1.5547
C 5.0331 4.5495 1.2319
N 3.9386 1.0041 1.0102
C 3.6041 0.6687 2.3382
C 2.2964 0.3163 2.6955
C 1.9954 -0.0817 3.9934
C 2.9837 -0.1189 4.9665
C 4.2808 0.2502 4.6247
C 4.5906 0.6339 3.3293
H 6.3197 5.5966 -0.1397
H 6.7349 3.5799 -1.5183
H 5.6733 1.4256 -0.9201
H 3.7675 3.2813 2.4183
H 4.8534 5.4212 1.8517
H 1.5258 0.3666 1.9364
H 0.9740 -0.3444 4.2523
H 2.7494 -0.4253 5.9793
H 5.0639 0.2232 5.3746
H 5.6059 0.8985 3.0591
```

---

This record from OMol25 describes C46H42N12OS2Se2Tl as an isolated structure. The level of theory is wB97M-V/def2-TZVPD.

Values from the calculation:
Calculated total energy = -225358.6699 eV
HOMO (spin up / spin down) = -9.913 / -10.186 eV
2S+1 = 1
Total charge = +1
Kohn-Sham gap (spin up / spin down) = 5.17 / 6.14 eV
Max |F| = 0.0764 Eh/bohr

XYZ file:
```
106
C46H42N12OS2Se2Tl (wB97M-V/def2-TZVPD)
Tl -0.1665 0.4546 2.2669
C -4.8903 -2.0973 1.3450
N -3.8170 -1.7516 2.3236
C -3.1650 -2.8845 2.9720
C -2.5971 -4.0618 2.1506
N -1.2898 -3.8020 1.4945
C -1.2959 -2.9432 0.3509
C -0.1227 -4.4192 1.8957
C 0.2947 -5.6955 1.4214
C 1.2465 -6.4781 2.0725
C 1.7887 -5.9925 3.2492
C 1.4660 -4.7275 3.6966
C 0.5609 -3.8469 3.0270
S 0.3738 -2.2592 3.6241
C -4.1024 -0.6465 3.1202
C -4.3183 -0.7110 4.5199
C -5.1764 0.1544 5.1089
C -5.8976 1.1032 4.3520
C -5.4738 1.3665 3.0794
C -4.3971 0.6429 2.4866
S -3.5127 1.3601 1.2117
H -4.3363 -2.3422 0.4097
H -5.5071 -1.2260 1.2132
H -5.4749 -2.9702 1.7265
H -3.8193 -3.3226 3.7821
H -2.2730 -2.5867 3.4920
H -3.3451 -4.4126 1.4003
H -2.4249 -4.8497 2.8777
H -1.4097 -3.6187 -0.5751
H -0.3606 -2.3786 0.2696
H -2.1156 -2.2134 0.2519
H -0.1506 -6.0495 0.4495
H 1.4535 -7.4575 1.6529
H 2.5200 -6.5567 3.8160
H 1.9924 -4.3637 4.5890
H -3.9145 -1.5245 5.0947
H -5.3315 0.1661 6.1569
H -6.7569 1.6503 4.6920
H -6.0363 2.0933 2.4627
Se -0.5417 3.7056 3.2477
Se 1.7746 3.5229 2.7062
C 1.4425 3.9266 0.8986
C 2.4077 4.7848 0.3302
C 2.4042 5.0150 -1.0146
C 1.3628 4.5068 -1.7717
C 0.4058 3.7493 -1.1237
N 0.4802 3.3587 0.1709
C -0.2154 3.3617 5.1185
C 0.0017 4.4074 6.0366
C 0.1892 4.1034 7.3619
C 0.2352 2.7521 7.7099
C 0.0054 1.7810 6.7554
N -0.2137 2.0747 5.4899
H 3.1069 5.2895 0.9608
H 3.2591 5.5507 -1.4612
H 1.3723 4.6032 -2.8226
H -0.5206 3.3695 -1.5820
H 0.0185 5.3972 5.6205
H 0.3432 4.9039 8.1014
H 0.5231 2.4571 8.7246
H 0.0235 0.6875 6.9506
C 4.4305 -2.2069 -1.9480
N 4.0274 -1.6313 -0.6777
C 3.2947 -0.5400 -0.3330
N 3.0441 -0.5330 0.9795
C 3.7195 -1.6338 1.4070
N 4.3310 -2.3682 0.5071
C 4.8875 -1.2083 -2.9899
C 6.2720 -1.1235 -3.2738
C 6.7741 -0.3527 -4.3336
C 5.9297 0.4887 -5.0588
C 4.5574 0.4509 -4.7118
C 3.9944 -0.3696 -3.7058
C 3.5969 1.2683 -5.3982
N 3.8135 2.1737 -6.3669
N 2.5908 2.7243 -6.6798
C 1.6929 2.1121 -5.9711
O 2.2335 1.2618 -5.0254
C 0.2901 2.3979 -5.9998
C -0.1927 3.5861 -6.5877
C -1.5731 3.8481 -6.6020
C -2.4581 2.9769 -5.9566
C -1.9367 1.9029 -5.2185
C -2.9159 1.1108 -4.3798
N -2.2904 0.0227 -3.5767
C -2.3979 -0.2498 -2.2578
N -1.8091 -1.3875 -1.9099
C -1.3662 -1.8463 -3.1264
N -1.5955 -1.0293 -4.1420
C -0.5808 1.6056 -5.2362
H 3.5851 -2.8351 -2.3011
H 5.2577 -2.8616 -1.6950
H 2.9733 0.2141 -1.0619
H 3.7035 -1.8922 2.4555
H 7.0009 -1.6461 -2.6008
H 7.8147 -0.4700 -4.6094
H 6.2900 1.2057 -5.8133
H 2.9456 -0.2803 -3.5232
H 0.4919 4.2975 -6.9880
H -1.9230 4.7644 -7.0466
H -3.5450 3.1083 -6.0407
H -3.6477 0.6177 -5.0484
H -3.4514 1.7790 -3.7022
H -2.9806 0.3657 -1.5574
H -0.7864 -2.7254 -3.2294
H -0.1739 0.7970 -4.6034
```

---

Which of these has the highest calculated total energy? C46H42FN6O4PdSSe